This record from OMol25 describes a cluster of 2 separate species, C3H6O3S in total. The level of theory is the ωB97M-V functional and the def2-TZVPD basis.

The value obtained for the orbital gap is 5.55 eV. As for the total energy: -20185.2754 eV.

ORCA input file:
```
! wB97M-V def2-TZVPD RIJCOSX def2/J DEFGRID3
* xyz -2 1
O 1.8442 0.6206 -0.9315
C 1.0655 0.7602 0.0453
O 1.4075 0.9291 1.3085
C -0.4443 0.6953 -0.2808
C -1.0043 -0.6521 -0.8436
S -2.5130 -0.5300 -1.9025
H -0.9664 0.9690 0.7192
H -0.7286 1.5999 -0.8956
H -0.8392 -1.4468 -0.0335
H -0.2887 -1.0115 -1.7023
H 2.0021 -0.1853 3.0711
H 1.4944 -1.4535 3.1586
O 1.9773 -0.9011 3.6977
*
```


This record from OMol25 describes an isolated molecule of C9H11ClN2. The level of theory is the ωB97M-V functional and the def2-TZVPD basis.

Its SMILES is CCC1(Cl)Nc2ccccc2N1. The value obtained for the orbital gap is 8.84 eV. As for the total energy: -25013.4149 eV.

ORCA input file:
```
! wB97M-V def2-TZVPD RIJCOSX def2/J DEFGRID3
* xyz 0 1
C 2.2523 -1.8166 -1.0471
C 1.2547 -2.3448 0.1187
C 0.3885 -1.1802 0.3054
Cl -0.8523 -2.1454 1.8338
N -0.5096 -0.8226 -0.6507
C -0.9685 0.4348 -0.4449
C -2.0595 1.1539 -0.8474
C -2.1421 2.4571 -0.4421
C -1.2292 3.0461 0.4561
C -0.2392 2.2434 1.0008
C -0.0853 0.9499 0.5961
N 0.8208 -0.0598 1.0247
H 1.5391 -1.5901 -1.9161
H 2.9707 -2.5067 -1.3406
H 2.7051 -0.8939 -0.7962
H 1.9218 -2.6348 1.0474
H 0.4972 -3.1498 -0.0943
H -0.9895 -1.6480 -0.9198
H -2.6453 0.8245 -1.6636
H -2.8642 3.2110 -0.7935
H -1.2722 4.0717 0.8133
H 0.3740 2.5275 1.7804
H 1.1327 -0.1270 1.9797
*
```


This record from OMol25 describes a structure of composition C28H56IrN12S. The level of theory is the ωB97M-V functional and the def2-TZVPD basis.

The value obtained for the orbital gap (alpha / beta) is 8.27 / 4.31 eV. As for the total energy: -61474.2561 eV.

ORCA input file:
```
! wB97M-V def2-TZVPD RIJCOSX def2/J DEFGRID3
* xyz 3 5
Ir -0.5069 0.5887 -0.2064
C 4.1098 1.4546 -3.0618
N 2.8705 1.8659 -2.3983
C 2.5103 3.2685 -2.5584
C 2.1330 0.9991 -1.6714
N 0.7892 0.9681 -1.7500
C 0.1634 1.4961 -2.9798
C -1.3273 1.2327 -2.9645
N -1.9110 1.6552 -1.6708
C -3.2826 1.1388 -1.4630
C -3.2030 -0.2605 -0.8858
N -2.3088 -0.2694 0.2837
C -2.7038 -0.6689 1.4986
N -3.9657 -0.6226 1.9354
C -4.9488 0.3782 1.5226
C -4.4731 -1.5382 2.9662
N -1.8045 -1.2335 2.3573
C -0.6157 -1.8878 1.8475
C -1.6442 -0.6047 3.6750
C -1.8166 3.0976 -1.3393
C -1.6558 3.2358 0.1692
N -0.4053 2.5824 0.5953
C 0.5128 3.3116 1.2442
N 0.4408 4.6761 1.2824
C 0.6163 5.4143 2.5319
C 0.3259 5.4916 0.0822
N 1.5391 2.7397 1.8932
C 1.5350 1.3771 2.3934
C 2.7654 3.4838 2.2037
N 2.7827 0.1865 -0.8200
C 4.0975 0.5387 -0.2854
C 2.3729 -1.1787 -0.5313
H 4.0399 1.7172 -4.1170
H 4.2351 0.3783 -2.9872
H 4.9792 1.9548 -2.6346
H 3.3828 3.8760 -2.3135
H 1.7138 3.5266 -1.8626
H 2.2072 3.5078 -3.5789
H 0.6016 1.0288 -3.8647
H 0.3349 2.5663 -3.0768
H -1.5179 0.1619 -3.0673
H -1.8128 1.7409 -3.8039
H -3.8423 1.1550 -2.4018
H -3.7816 1.8127 -0.7701
H -2.7673 -0.9384 -1.6221
H -4.1887 -0.6631 -0.6653
H -4.4519 1.2643 1.1403
H -5.5134 0.6695 2.4070
H -5.6511 -0.0124 0.7874
H -3.8171 -2.3968 3.0643
H -5.4633 -1.8681 2.6561
H -4.5624 -1.0289 3.9258
H -0.8534 -2.5328 1.0033
H -0.1859 -2.4837 2.6520
H 0.1789 -1.2006 1.5242
H -2.5856 -0.1918 4.0213
H -0.9087 0.2026 3.6284
H -1.3088 -1.3462 4.3973
H -2.7007 3.6308 -1.6991
H -0.9500 3.5178 -1.8430
H -2.4868 2.7289 0.6683
H -1.7132 4.2785 0.4683
H 0.5933 4.7302 3.3765
H -0.2120 6.1154 2.6383
H 1.5485 5.9806 2.5543
H 0.2431 4.8611 -0.7990
H 1.2192 6.1109 -0.0299
H -0.5402 6.1550 0.1287
H 0.9970 0.6954 1.7326
H 1.0938 1.3176 3.3904
H 2.5641 1.0289 2.4545
H 2.8064 4.4041 1.6333
H 3.6191 2.8654 1.9289
H 2.8315 3.7135 3.2673
H 4.2505 1.6133 -0.3298
H 4.9021 0.0376 -0.8247
H 4.1353 0.2129 0.7537
H 1.4029 -1.4007 -0.9785
H 2.3323 -1.3322 0.5496
H 3.1139 -1.8697 -0.9433
N -1.3968 -5.0230 -2.2278
C -0.5666 -4.1620 -1.6527
S -0.8045 -2.4683 -1.8711
N 0.4526 -4.6156 -0.9125
C 0.8152 -5.9803 -0.6675
C -0.1168 -6.8960 -0.1918
C 0.2829 -8.2034 0.0453
C 1.5996 -8.5840 -0.1699
C 2.5282 -7.6532 -0.6169
C 2.1392 -6.3480 -0.8688
H -2.1066 -4.6636 -2.8435
H -1.2052 -6.0142 -2.2372
H 1.1285 -3.9115 -0.6635
H -1.1307 -6.5927 0.0321
H -0.4357 -8.9210 0.4143
H 1.9046 -9.6032 0.0180
H 3.5548 -7.9475 -0.7810
H 2.8546 -5.6251 -1.2399
*
```


This record from OMol25 describes a structure of composition C52H43N2O7P2S2SiSn. The level of theory is the ωB97M-V functional and the def2-TZVPD basis.

The value obtained for the orbital gap is 5.89 eV. As for the total energy: -125898.1967 eV.

ORCA input file:
```
! wB97M-V def2-TZVPD RIJCOSX def2/J DEFGRID3
* xyz -1 1
Sn 1.0556 1.1966 -0.9589
S 4.2273 1.5447 0.4236
P 3.0776 1.1159 1.9528
C 1.3827 1.3477 1.4446
P 0.4454 2.7950 1.8707
S 1.1553 4.3725 0.9855
C 0.2848 2.9266 3.6817
C 0.5211 4.1270 4.3320
C 0.3203 4.2190 5.7056
C -0.1056 3.1154 6.4266
C -0.3290 1.9053 5.7788
C -0.1369 1.8122 4.4116
C -1.2969 2.4460 1.4969
C -2.1929 3.5131 1.4663
C -3.5511 3.2729 1.3460
C -4.0213 1.9669 1.2655
C -3.1297 0.9065 1.2714
C -1.7636 1.1449 1.3762
C 3.2522 -0.6079 2.4994
C 2.3055 -1.5766 2.1863
C 2.5499 -2.9097 2.5096
C 3.7333 -3.2712 3.1329
C 4.6857 -2.3048 3.4351
C 4.4479 -0.9799 3.1165
C 3.5639 2.0492 3.4299
C 4.1576 3.2979 3.2649
C 4.4352 4.0848 4.3735
C 4.1213 3.6302 5.6456
C 3.5294 2.3860 5.8164
C 3.2446 1.6002 4.7108
H 0.8588 4.9783 3.7529
H 0.5031 5.1591 6.2116
H -0.2697 3.1955 7.4944
H -0.6537 1.0378 6.3401
H -0.3245 0.8737 3.9003
H -1.8125 4.5262 1.5248
H -4.2456 4.1033 1.3184
H -5.0844 1.7762 1.1829
H -3.4940 -0.1071 1.1753
H -1.0488 0.3303 1.3527
H 1.4006 -1.2875 1.6648
H 1.8143 -3.6630 2.2627
H 3.9223 -4.3101 3.3748
H 5.6171 -2.5886 3.9091
H 5.1966 -0.2261 3.3322
H 4.4000 3.6343 2.2653
H 4.8887 5.0589 4.2401
H 4.3358 4.2476 6.5098
H 3.2791 2.0336 6.8090
H 2.7783 0.6312 4.8415
N 2.5639 -0.4574 -1.5803
N 3.2938 -0.0310 -2.7209
C 3.2041 1.3790 -2.9394
O 3.6334 1.8248 -3.9846
O 2.7115 2.0481 -1.9375
H 3.1985 -0.7339 -0.8365
H 1.9167 -1.2006 -1.8014
H 2.9839 -0.5087 -3.5556
O -0.4751 2.2604 -2.5151
C -0.2323 1.3472 -3.3397
O 0.5327 0.3872 -3.0278
C -0.8761 1.3528 -4.6836
C -0.5067 0.4015 -5.6227
C -1.1112 0.3549 -6.8819
C -2.0910 1.2830 -7.1254
O -2.8351 1.4401 -8.2650
C -3.7824 2.4692 -7.9737
O -3.4565 3.0258 -6.7045
C -2.4592 2.2301 -6.1891
C -1.8688 2.3051 -4.9590
H 0.2580 -0.3146 -5.3566
H -0.8277 -0.3757 -7.6262
H -4.7876 2.0380 -7.9392
H -3.7193 3.2439 -8.7388
H -2.1302 3.0508 -4.2215
O 0.2082 -0.8391 -0.3795
Si -0.7868 -2.0176 -0.8353
C -1.1029 -3.2527 0.5618
C -1.0482 -4.6362 0.3767
C -1.4218 -5.5182 1.3864
C -1.8667 -5.0315 2.6061
C -1.9186 -3.6593 2.8193
C -1.5364 -2.7890 1.8102
C -0.0565 -3.0386 -2.2583
C -0.7528 -3.3439 -3.4305
C -0.1717 -4.1027 -4.4399
C 1.1302 -4.5646 -4.3068
C 1.8482 -4.2696 -3.1557
C 1.2532 -3.5257 -2.1458
C -2.5446 -1.5829 -1.3778
C -3.5397 -2.5675 -1.3817
C -4.8138 -2.3128 -1.8689
C -5.1231 -1.0581 -2.3794
C -4.1586 -0.0622 -2.3769
C -2.8902 -0.3254 -1.8717
H -0.7059 -5.0350 -0.5722
H -1.3726 -6.5870 1.2153
H -2.1716 -5.7167 3.3877
H -2.2628 -3.2696 3.7697
H -1.5740 -1.7211 1.9982
H -1.7641 -2.9770 -3.5635
H -0.7384 -4.3338 -5.3340
H 1.5837 -5.1522 -5.0956
H 2.8669 -4.6203 -3.0438
H 1.8161 -3.3351 -1.2358
H -3.3141 -3.5552 -0.9922
H -5.5642 -3.0942 -1.8569
H -6.1163 -0.8561 -2.7625
H -4.3872 0.9214 -2.7673
H -2.1713 0.4800 -1.8336
*
```


| no. | maximum force (Eh/bohr) |
| --- | --- |
| 1 | 0.0680 |
| 2 | 0.0816 |
| 3 | 0.0155 |
| 4 | 0.0474 |